{
  "formula": "C34H58N11O11",
  "method": "ωB97M-V/def2-TZVPD",
  "elements": ["H", "H", "H", "N", "C", "H", "O", "H", "O", "C", "H", "C", "C", "H", "H", "H", "N", "H", "H", "C", "O", "H", "H", "H", "C", "H", "C", "N", "C", "H", "H", "H", "C", "H", "H", "N", "C", "C", "H", "C", "C", "O", "C", "H", "N", "H", "C", "H", "H", "H", "C", "H", "C", "C", "H", "H", "C", "H", "H", "H", "H", "O", "O", "H", "H", "N", "H", "N", "N", "C", "H", "O", "C", "O", "H", "H", "H", "C", "C", "H", "C", "O", "C", "N", "H", "N", "H", "C", "C", "C", "C", "C", "H", "H", "C", "O", "H", "H", "H", "O", "C", "H", "C", "H", "H", "H", "H", "H", "H", "C", "H", "H", "H", "N"],
  "coordinates": [[14.598, 34.907, 55.394], [8.123, 35.680, 60.284], [17.197, 31.611, 59.098], [9.820, 30.531, 57.428], [16.229, 37.368, 63.338], [15.013, 37.203, 58.389], [10.838, 30.339, 58.057], [13.679, 29.275, 57.514], [10.204, 33.412, 59.335], [10.847, 39.158, 55.653], [16.415, 28.466, 58.274], [16.069, 30.408, 55.604], [22.389, 34.244, 59.820], [14.217, 40.334, 62.502], [10.603, 32.308, 56.281], [11.021, 30.658, 55.511], [16.300, 40.709, 59.040], [10.315, 40.111, 55.850], [16.279, 37.081, 52.840], [16.487, 37.696, 61.840], [16.678, 35.079, 57.604], [15.020, 38.830, 64.868], [9.071, 34.516, 54.016], [16.401, 27.993, 60.885], [14.034, 40.874, 58.979], [16.974, 30.233, 56.257], [15.439, 38.562, 63.811], [9.444, 34.030, 60.053], [14.088, 29.167, 58.419], [8.094, 33.890, 55.456], [13.231, 36.110, 55.947], [13.177, 36.789, 58.642], [15.092, 39.501, 62.677], [16.217, 34.598, 52.016], [14.848, 31.853, 58.251], [10.090, 34.874, 55.706], [17.517, 34.142, 53.833], [10.123, 31.229, 56.130], [9.588, 36.021, 59.483], [17.172, 32.562, 58.530], [15.438, 28.662, 58.772], [9.337, 33.805, 61.251], [14.869, 32.554, 59.169], [15.405, 34.574, 61.059], [16.750, 36.267, 53.324], [15.792, 39.147, 60.551], [13.252, 34.208, 58.094], [17.278, 40.367, 58.721], [12.998, 40.784, 58.885], [13.650, 32.173, 54.090], [14.213, 28.846, 60.691], [14.023, 42.669, 60.547], [18.033, 35.108, 54.815], [15.401, 31.810, 55.283], [16.765, 42.207, 60.535], [14.744, 31.904, 60.034], [14.546, 41.984, 59.988], [13.381, 33.874, 60.305], [17.085, 34.851, 60.257], [13.125, 33.452, 57.263], [22.968, 35.218, 60.019], [8.707, 30.738, 57.959], [12.936, 38.633, 56.381], [12.555, 29.431, 59.520], [15.149, 36.275, 55.995], [15.700, 34.504, 58.160], [10.165, 38.555, 55.799], [13.490, 29.159, 59.540], [15.735, 38.839, 61.500], [13.485, 33.340, 59.345], [13.763, 29.036, 61.750], [11.566, 38.607, 57.907], [16.586, 34.921, 52.897], [20.115, 34.447, 59.681], [15.312, 39.157, 57.770], [9.116, 31.346, 55.502], [13.212, 29.937, 53.839], [14.471, 35.187, 57.783], [14.240, 36.485, 58.690], [8.225, 35.614, 54.865], [17.576, 36.386, 54.445], [21.118, 34.455, 57.822], [13.982, 30.182, 54.400], [11.831, 38.834, 56.757], [16.733, 33.349, 61.035], [14.162, 31.514, 54.631], [22.007, 33.704, 60.902], [15.218, 40.019, 58.458], [15.561, 28.539, 60.233], [16.416, 34.147, 60.474], [8.834, 35.351, 59.591], [15.132, 29.392, 55.118], [18.774, 35.037, 55.683], [12.349, 34.888, 58.329], [14.291, 35.623, 56.269], [10.993, 34.326, 55.385], [12.740, 32.493, 59.381], [17.996, 33.291, 58.388], [17.638, 33.234, 53.610], [10.120, 35.808, 56.549], [8.778, 34.686, 54.996], [23.065, 33.609, 59.250], [15.992, 41.785, 59.863], [17.596, 37.405, 55.019], [15.649, 32.923, 55.429], [17.092, 37.090, 60.962], [17.070, 32.392, 57.496], [11.306, 39.009, 54.569], [15.310, 28.301, 55.116], [16.082, 33.453, 59.172], [16.690, 36.516, 63.793], [8.184, 35.188, 58.762], [14.352, 36.150, 59.750], [21.080, 34.398, 59.051]],
  "lumo_energy_ev": -5.28,
  "gap_ev": 4.23,
  "total_charge": 1
}


{
  "formula": "C34H58N4O3OsS3SeSi2",
  "method": "ωB97M-V/def2-TZVPD",
  "elements": ["H", "H", "C", "H", "C", "H", "H", "S", "H", "H", "H", "C", "N", "H", "H", "H", "H", "H", "H", "C", "C", "H", "O", "H", "N", "H", "C", "C", "H", "H", "C", "C", "O", "H", "C", "H", "C", "C", "N", "C", "H", "H", "Os", "C", "C", "N", "H", "H", "C", "H", "C", "C", "C", "H", "H", "H", "H", "C", "H", "C", "H", "H", "H", "C", "H", "C", "H", "H", "S", "C", "O", "C", "C", "H", "H", "C", "H", "C", "H", "H", "H", "C", "H", "H", "C", "H", "H", "H", "H", "H", "C", "Si", "H", "S", "C", "H", "H", "H", "C", "H", "H", "Si", "H", "H", "Se", "C"],
  "coordinates": [[-0.093, 9.994, -0.382], [2.514, -0.226, -1.474], [6.821, -0.975, -2.307], [5.916, 4.677, -2.595], [-2.005, 2.107, -0.685], [2.099, 4.205, 2.404], [3.855, 5.937, 2.082], [1.564, -0.459, 1.079], [4.885, 3.268, 2.302], [-4.538, -3.368, 0.810], [4.069, 5.153, -0.201], [1.405, 6.678, -1.563], [1.851, 5.372, -1.702], [-0.392, 5.869, 1.816], [2.785, 7.139, 1.365], [4.865, -1.825, -2.677], [0.037, 1.698, 2.120], [5.401, -1.992, -1.034], [-0.172, 4.170, 1.388], [-1.167, -3.865, 1.080], [-3.270, -1.629, 0.643], [4.416, -2.008, 2.808], [0.975, -2.815, -1.384], [3.833, 1.518, 3.816], [4.205, -0.728, 1.178], [5.224, 0.627, -0.880], [3.920, 5.259, -3.106], [0.351, 5.112, 1.559], [2.437, 6.010, 4.191], [-1.194, 0.715, 2.940], [5.205, -0.071, 3.343], [4.196, -0.955, 2.620], [2.705, -1.994, -2.909], [5.155, 6.380, -0.865], [0.814, 6.769, -0.303], [5.508, 1.871, 4.166], [4.972, 2.197, 2.116], [-5.529, -1.611, 1.512], [0.930, 5.515, 0.281], [2.467, 4.837, -2.906], [5.302, -0.467, 4.356], [2.388, 3.752, -2.838], [-0.011, -0.951, -0.528], [0.907, 8.955, -1.966], [2.022, 6.217, 3.201], [3.340, -0.240, -0.890], [-6.441, -2.138, 1.764], [7.120, -2.768, -3.484], [1.461, 7.766, -2.418], [-2.158, 1.763, -1.710], [3.149, 6.738, 2.311], [-1.019, 1.420, 2.124], [4.925, 4.633, -2.134], [-1.211, 2.856, -0.696], [6.193, -0.193, 2.881], [-1.447, -3.667, -2.322], [3.700, 7.535, 2.812], [-5.433, -0.240, 1.725], [8.621, -1.976, -3.000], [5.395, -1.297, -1.881], [0.781, 4.487, 3.519], [1.268, 6.998, 3.353], [5.115, -0.692, 0.745], [-3.168, -0.250, 0.853], [-0.290, -4.360, 0.661], [0.270, 7.959, 0.152], [5.947, 2.025, 1.649], [4.426, 0.553, -2.427], [0.190, -0.552, -2.651], [1.547, 4.664, -0.581], [0.795, -3.235, -3.806], [7.610, -2.225, -2.675], [4.987, 5.305, -0.766], [-4.202, 1.498, 1.574], [-2.866, -2.598, -2.355], [4.849, 1.416, 3.423], [-2.966, -4.174, -1.564], [3.153, -0.534, 0.383], [-0.177, 8.041, 1.134], [-2.931, 2.579, -0.346], [1.859, 5.166, -3.751], [-4.453, -2.298, 0.975], [4.195, 1.940, 1.398], [7.688, -2.903, -1.823], [1.347, 4.940, 2.700], [3.191, -0.762, 2.991], [-1.943, -4.616, 1.257], [3.998, 6.350, -3.062], [6.797, -0.289, -3.159], [4.185, 4.976, -4.128], [4.628, -0.027, -1.527], [-1.813, -2.556, -0.109], [5.805, 4.894, -0.171], [1.325, -2.397, -2.772], [0.324, 9.050, -0.703], [4.685, 3.574, -2.007], [-1.603, 2.321, 2.341], [-6.270, 0.303, 2.145], [-2.310, -3.319, -1.756], [0.929, 9.827, -2.606], [1.916, 7.695, -3.397], [-1.545, 0.663, 0.456], [7.334, -0.438, -1.501], [-0.903, -3.429, 2.045], [1.876, 2.897, -0.263], [-4.263, 0.428, 1.398]],
  "lumo_energy_ev": [-1.06, -1.06],
  "gap_ev": [6.59, 6.58]
}


{
  "formula": "C34H59AuN2O6P2",
  "method": "ωB97M-V/def2-TZVPD",
  "elements": ["P", "C", "H", "H", "C", "C", "C", "C", "H", "C", "C", "H", "O", "H", "H", "H", "C", "H", "C", "C", "H", "H", "P", "C", "Au", "H", "H", "C", "C", "H", "O", "H", "H", "N", "H", "H", "H", "H", "H", "H", "H", "C", "H", "H", "C", "C", "H", "C", "C", "C", "H", "C", "C", "H", "H", "H", "C", "O", "O", "O", "H", "H", "C", "C", "C", "C", "C", "C", "C", "H", "C", "H", "H", "N", "H", "H", "H", "H", "H", "H", "H", "H", "H", "H", "H", "H", "H", "C", "H", "H", "H", "H", "H", "O", "H", "C", "H", "H", "H", "H", "C", "H", "H", "C"],
  "coordinates": [[1.600, -2.598, -1.458], [-3.751, -1.999, -2.604], [4.964, -3.983, -1.971], [-4.914, -0.214, -2.344], [1.575, 1.322, 5.564], [-0.329, -0.814, 3.415], [2.941, -5.716, 0.219], [-0.772, 2.335, 1.629], [-0.901, 3.847, -3.711], [-3.323, -5.701, -1.374], [1.739, 0.435, 4.322], [-1.100, 5.131, -0.046], [-1.376, -1.580, -0.689], [0.898, 1.113, -2.040], [-1.451, 4.294, 2.472], [-3.430, -3.794, 3.042], [-2.427, -1.923, 2.537], [-4.407, -1.059, 2.463], [0.237, -2.643, -2.652], [-4.655, -2.673, -3.612], [-1.061, 1.702, 3.673], [-0.844, 1.091, -2.439], [-1.347, -2.603, -1.762], [-0.939, 4.139, 0.345], [0.252, 0.040, 0.177], [2.291, -2.211, -4.846], [-1.722, -3.720, 4.473], [-1.223, -1.917, 3.447], [1.243, 3.831, -1.940], [-5.694, -2.494, -3.336], [1.494, -1.578, -0.369], [-1.255, 4.864, -2.322], [-2.082, -3.968, 1.893], [-0.384, 1.945, 0.363], [-4.100, -4.939, -1.442], [2.033, 3.293, -1.412], [0.302, -3.544, -3.264], [-3.256, -0.074, 3.375], [1.730, 0.748, 6.477], [1.676, -1.649, 6.010], [3.870, -1.462, -4.547], [-2.913, -3.332, 2.200], [1.744, -4.436, 2.448], [-2.146, 3.352, -2.556], [-0.906, -6.225, -1.850], [-1.121, 3.719, 1.622], [1.566, 1.054, 3.441], [3.466, -3.149, -3.282], [4.904, -3.464, -2.928], [-2.010, -5.190, -1.931], [2.880, -4.074, -3.305], [0.735, -0.699, 4.352], [-0.011, -2.776, 5.343], [1.147, 4.826, -1.504], [3.486, -0.587, 5.142], [0.330, 1.791, -3.563], [2.283, -4.362, 0.371], [-2.362, -2.354, -2.945], [1.607, -4.066, -0.910], [-1.637, -4.013, -1.139], [3.266, -0.816, 3.401], [0.036, -5.841, -2.239], [3.335, -2.410, -4.600], [-0.094, 3.054, -1.877], [1.250, -4.321, 1.483], [-1.171, 3.831, -2.656], [-1.041, -2.882, 4.418], [-3.895, -0.488, -2.615], [-3.565, -1.098, 3.156], [3.525, -5.941, 1.110], [0.862, -1.699, 5.299], [-3.906, -1.558, 4.084], [0.717, -3.368, 1.472], [-0.487, 0.148, 2.438], [0.301, -1.764, -3.295], [5.341, -4.098, -3.698], [3.861, 0.726, 4.030], [-2.132, -1.439, 1.606], [-2.155, -4.875, -2.969], [-3.686, -0.106, -3.616], [-3.644, -6.576, -1.938], [-3.619, -3.279, 1.370], [-3.206, -5.988, -0.328], [0.106, -3.531, 6.109], [1.535, 3.944, -2.984], [2.186, -6.492, 0.087], [0.577, 1.762, 5.614], [-0.774, 1.387, 2.671], [5.482, -2.543, -2.861], [-4.482, -3.748, -3.641], [2.306, 2.132, 5.545], [3.041, -3.594, 0.541], [3.768, -3.011, -5.398], [2.933, -2.293, -2.215], [0.531, -5.131, 1.356], [3.174, -0.099, 4.219], [-1.194, -7.103, -2.428], [-3.205, -0.033, -1.904], [3.608, -5.728, -0.643], [-4.484, -2.264, -4.608], [-0.470, 2.999, -0.436], [-0.750, -6.525, -0.813], [-3.956, -2.385, -1.600], [0.080, 1.671, -2.510]],
  "lumo_energy_ev": [-9.01, -8.96],
  "gap_ev": [4.83, 4.83],
  "total_charge": 2
}


{
  "formula": "C34H59ClMnN2O2Si",
  "method": "ωB97M-V/def2-TZVPD",
  "elements": ["H", "C", "H", "C", "H", "C", "Cl", "H", "C", "C", "C", "H", "H", "H", "H", "H", "H", "H", "H", "N", "H", "H", "H", "C", "H", "H", "H", "H", "C", "H", "C", "O", "H", "H", "H", "C", "H", "H", "H", "H", "H", "C", "C", "O", "H", "H", "Mn", "H", "H", "H", "C", "H", "H", "H", "C", "Si", "C", "H", "C", "H", "C", "C", "H", "H", "H", "C", "N", "C", "C", "H", "H", "C", "C", "H", "C", "C", "C", "H", "C", "H", "H", "H", "H", "H", "C", "C", "C", "H", "H", "H", "H", "H", "C", "H", "H", "H", "C", "C", "C", "H"],
  "coordinates": [[-1.436, -4.635, 1.902], [0.430, -3.311, -1.263], [-4.283, 3.066, 3.493], [2.848, -2.589, -1.228], [1.457, -0.132, 4.387], [-2.554, -2.211, 1.870], [0.652, 2.583, 4.599], [-0.235, 0.308, -4.164], [-1.599, 0.156, 3.789], [1.016, 2.474, -2.579], [-1.468, 4.085, 0.098], [2.831, -0.940, -4.068], [2.986, -4.736, -1.183], [3.090, 4.395, -0.927], [2.904, -3.966, 0.430], [-0.289, 5.719, 0.811], [-0.966, -4.922, -1.555], [4.405, -3.906, -0.513], [-4.146, 0.597, -1.228], [-1.750, 2.147, 1.562], [-2.130, 4.293, -3.239], [-4.229, 1.016, 0.495], [-0.185, -2.415, -1.165], [3.316, -3.879, -0.583], [2.390, -3.310, -4.694], [-3.302, 2.152, -2.751], [-2.849, 0.066, -0.140], [2.282, 1.756, 3.100], [-0.146, -4.434, -2.087], [-2.910, -2.955, 1.139], [-2.404, 1.304, 3.702], [0.878, -1.411, -3.708], [3.113, 0.194, -1.657], [-1.002, 5.548, -1.404], [4.137, 1.216, -0.617], [2.403, 3.904, -0.221], [-0.802, -1.080, 5.390], [-2.637, -1.221, 1.403], [-0.505, -4.043, -3.050], [2.445, -3.494, 3.405], [1.189, 3.499, -2.940], [1.409, 2.425, 3.030], [-1.764, -0.747, 4.974], [1.648, -2.903, -2.056], [1.298, -2.332, -2.918], [-1.553, 5.209, 1.943], [0.028, 1.493, 1.994], [2.636, -0.474, 3.101], [1.676, 3.410, 2.633], [2.597, -1.481, 4.550], [0.771, 1.429, 0.336], [0.624, -5.197, -2.258], [1.421, 1.779, -3.322], [2.982, -2.415, -6.091], [-3.741, 3.106, 2.543], [1.894, 2.267, -0.929], [1.959, -0.937, 3.835], [-0.084, 4.223, 1.768], [1.435, -3.242, 3.082], [-1.012, -0.541, -1.967], [-0.727, -3.873, 2.236], [2.144, -2.512, -5.401], [1.536, 4.562, -0.061], [-3.253, -2.240, 2.723], [2.663, -1.792, -0.495], [-0.259, -1.547, 2.741], [-0.706, -0.187, 2.842], [-1.499, 4.598, -1.202], [-3.538, 0.897, -0.359], [3.834, 1.676, -2.309], [-2.296, -0.195, 5.756], [-2.135, 3.893, -2.224], [3.384, 1.226, -1.413], [-1.545, -2.066, -2.726], [1.022, -1.912, 3.195], [-0.813, 4.842, 1.212], [-2.791, 2.160, -0.662], [-3.061, 1.486, 4.547], [0.567, -4.222, 2.613], [1.250, 0.451, 0.567], [-0.066, 2.319, -2.516], [1.673, -0.391, -5.308], [-4.450, 2.862, 1.739], [2.913, 3.755, 0.739], [-2.597, 2.147, 2.600], [-2.040, 2.820, 0.338], [-1.149, -2.545, 2.276], [0.734, -3.628, -0.250], [1.260, -2.764, -5.990], [-2.343, -0.564, -3.136], [-0.187, 1.211, -0.203], [3.553, -2.191, -1.961], [-1.371, -1.002, -2.890], [-0.766, -1.172, -4.948], [0.892, -5.262, 2.561], [-3.410, 4.145, 2.392], [-0.395, -0.767, -4.001], [1.943, -1.225, -4.657], [-2.783, 2.689, -1.952], [-2.359, -1.639, 4.727]],
  "lumo_energy_ev": [-1.79, -1.78],
  "gap_ev": [7.72, 8.43],
  "total_charge": 1,
  "multiplicity": 5
}


Values of strongest force on any atom, in order: 11.81; 0.99; 2.44; 3.85, all in eV Å⁻¹.